Formula: C5H4N3
Source: OMol25
Level of theory: ωB97M-V/def2-TZVPD

Each line ends with the natural charge from an NBO analysis.
CARTESIAN COORDINATES (ANGSTROEM)
N: -2.748 2.315 0.405  -0.098
C: -2.324 1.359 -0.045  0.204
H: 3.005 0.730 0.299  0.291
C: -1.558 0.239 -0.524  -0.358
C: 2.419 -0.229 0.381  -0.502
N: 1.118 0.010 0.137  -0.161
C: 0.072 0.235 -0.261  0.636
N: -2.083 -2.140 0.367  -0.115
H: 2.705 -0.978 1.211  0.307
H: 2.790 -0.756 -0.415  0.274
H: -1.526 0.287 -1.577  0.323
C: -1.869 -1.071 0.022  0.199

Values from the calculation:
**Total charge**: +1
**Molar mass**: 106.11 g mol⁻¹
**Relative energy (zero: lowest compared OMol25 entry of this formula, charge and spin)**: 52.4 kJ/mol
**SMILES**: C[N+]#CC(C#N)C#N

Formula: C5H4N3O
Source: OMol25
Level of theory: ωB97M-V/def2-TZVPD

Each line ends with the natural charge from an NBO analysis.
CARTESIAN COORDINATES (ANGSTROEM)
C: -0.572 1.508 -0.327  0.050
N: -3.002 -0.344 0.157  0.281
H: 1.620 -0.775 0.379  0.269
N: -1.421 -1.988 -0.332  -0.030
H: 1.045 0.799 -1.452  0.269
C: 0.582 -0.635 0.091  -0.150
H: -2.111 2.702 0.532  0.267
C: 0.348 0.607 -0.644  -0.201
N: -2.396 -1.286 -0.283  0.223
O: -2.935 0.943 0.105  -0.208
H: 0.256 -2.651 0.613  0.264
C: -1.775 1.762 0.114  0.023
C: -0.181 -1.743 0.220  -0.059

Values from the calculation:
**Total charge**: +1
**Molar mass**: 122.11 g mol⁻¹
**Relative energy (zero: lowest compared OMol25 entry of this formula, charge and spin)**: 781.8 kJ/mol

Formula: C5H4N3O5
Source: OMol25
Level of theory: ωB97M-V/def2-TZVPD

Each line ends with the natural charge from an NBO analysis.
CARTESIAN COORDINATES (ANGSTROEM)
C: 0.233 0.640 -0.711  0.676
C: 0.553 -4.498 0.335  0.901
C: 1.996 -1.123 -0.737  0.069
H: -1.066 2.229 -0.656  0.244
N: 1.158 -3.459 -0.677  -0.355
O: -0.719 -0.103 -0.454  -0.575
N: 1.585 0.200 -0.842  -0.635
H: 0.609 2.648 -0.092  0.233
O: 1.241 -4.452 1.303  -0.648
O: -0.384 -5.062 -0.124  -0.676
C: 1.364 -2.276 -0.661  0.296
H: 2.341 0.963 -0.770  0.429
H: 0.324 2.717 -1.721  0.231
O: 3.264 0.453 1.223  -0.472
O: 4.678 -1.041 0.575  -0.421
N: 3.535 -0.623 0.723  0.438
C: 0.054 2.123 -0.831  -0.735

Values from the calculation:
**Total charge**: -1
**Molar mass**: 186.10 g mol⁻¹
**Relative energy (zero: lowest compared OMol25 entry of this formula, charge and spin)**: 628.4 kJ/mol

Formula: C5H4NO2
Source: OMol25
Level of theory: ωB97M-V/def2-TZVPD

Each line ends with the natural charge from an NBO analysis.
CARTESIAN COORDINATES (ANGSTROEM)
C: 0.351 3.018 -0.454  0.870
H: -0.261 -0.275 1.973  0.201
H: -0.020 1.207 -3.058  0.169
H: 0.858 -0.241 0.587  0.193
H: -0.323 -1.555 0.752  0.198
C: -0.186 1.402 -2.008  -0.180
O: -2.354 0.477 0.607  -0.755
O: 0.494 3.578 0.568  -0.560
C: -0.771 0.688 -1.108  -0.249
C: -1.204 0.341 0.122  0.371
N: 0.375 2.667 -1.589  -0.583
C: -0.153 -0.488 0.910  -0.675

Values from the calculation:
**Total charge**: -1
**Molar mass**: 110.09 g mol⁻¹
**Relative energy (zero: lowest compared OMol25 entry of this formula, charge and spin)**: 163.8 kJ/mol

Formula: C5H4NO2
Source: OMol25
Level of theory: ωB97M-V/def2-TZVPD

Each line ends with the natural charge from an NBO analysis.
CARTESIAN COORDINATES (ANGSTROEM)
N: -1.630 0.350 -0.195  -0.682
H: -1.871 -0.679 0.186  0.370
C: 1.499 1.839 -0.027  0.399
C: -2.535 1.327 -0.095  0.634
H: 0.448 0.531 1.410  0.184
H: 1.492 -0.610 0.591  0.161
C: -0.283 0.664 -0.613  -0.113
C: 0.881 0.437 0.444  -0.473
H: -0.092 -0.075 -1.571  0.124
O: 2.574 2.349 0.216  -0.699
C: 0.255 2.029 -0.634  -0.302
O: -3.628 1.401 0.386  -0.602

Values from the calculation:
**Total charge**: -1
**Molar mass**: 110.09 g mol⁻¹
**Relative energy (zero: lowest compared OMol25 entry of this formula, charge and spin)**: 523.5 kJ/mol

Formula: C5H4O
Source: OMol25
Level of theory: ωB97M-V/def2-TZVPD

Each line ends with the natural charge from an NBO analysis.
CARTESIAN COORDINATES (ANGSTROEM)
C: 0.225 0.930 0.379  -0.528
C: -1.783 -0.426 -0.468  -0.457
H: -1.810 -1.319 -1.105  0.231
C: -0.554 -0.118 -0.263  0.327
O: 0.721 -0.928 -0.583  -0.501
C: 0.406 2.025 1.028  0.298
H: 2.301 0.400 -0.357  0.198
H: 1.827 -0.409 1.247  0.177
C: 1.410 0.007 0.167  0.006
H: -2.742 -0.162 -0.045  0.249

Values from the calculation:
**Molar mass**: 80.09 g mol⁻¹
**Relative energy (zero: lowest compared OMol25 entry of this formula, charge and spin)**: 516.1 kJ/mol

Formula: C5H4O
Source: OMol25
Level of theory: ωB97M-V/def2-TZVPD

Each line ends with the natural charge from an NBO analysis.
CARTESIAN COORDINATES (ANGSTROEM)
C: 0.430 -0.678 0.385  -0.190
H: 0.783 -2.943 0.508  0.238
H: -1.217 2.086 -0.223  0.225
H: 0.945 0.330 -1.452  0.232
C: -0.022 0.702 1.082  0.476
C: -0.520 1.269 -0.112  -0.301
O: -0.112 0.887 2.271  -0.515
C: 0.601 -1.895 0.454  -0.094
H: -0.803 -0.081 -1.817  0.214
C: -0.084 0.323 -1.097  -0.285

Values from the calculation:
**Molar mass**: 80.09 g mol⁻¹
**Relative energy (zero: lowest compared OMol25 entry of this formula, charge and spin)**: 427.2 kJ/mol

Formula: C5H4O
Source: OMol25
Level of theory: ωB97M-V/def2-TZVPD

Each line ends with the natural charge from an NBO analysis.
CARTESIAN COORDINATES (ANGSTROEM)
H: 0.385 1.292 -0.786  0.260
C: 0.780 0.151 0.713  -0.170
C: -1.976 -1.556 -0.448  -0.126
C: -0.668 -0.586 -0.464  0.499
H: -4.063 -2.408 -0.511  0.245
O: -0.406 -0.201 -1.573  -0.534
H: 1.648 2.018 0.467  0.222
C: -3.032 -2.071 -0.378  -0.197
C: 1.050 1.269 0.084  -0.438
H: 1.126 -0.616 1.486  0.238

Values from the calculation:
**Molar mass**: 80.09 g mol⁻¹
**Relative energy (zero: lowest compared OMol25 entry of this formula, charge and spin)**: 455.8 kJ/mol

Formula: C5H4O
Source: OMol25
Level of theory: ωB97M-V/def2-TZVPD

Each line ends with the natural charge from an NBO analysis.
CARTESIAN COORDINATES (ANGSTROEM)
H: -0.634 0.707 -0.469  0.178
H: -0.277 -0.188 2.390  0.499
C: 0.189 -0.019 -0.474  -0.322
C: 1.077 0.122 0.521  -0.230
O: -0.252 0.784 2.330  -0.619
C: -0.627 -1.626 -2.341  -0.208
H: -1.132 -2.192 -3.087  0.233
C: -0.069 -0.977 -1.493  -0.042
H: 0.641 2.147 1.157  0.190
C: 0.564 1.077 1.333  0.321

Values from the calculation:
**Molar mass**: 80.09 g mol⁻¹
**Relative energy (zero: lowest compared OMol25 entry of this formula, charge and spin)**: 393.8 kJ/mol
**SMILES**: C#CC=C=CO

Formula: C5H4O
Source: OMol25
Level of theory: ωB97M-V/def2-TZVPD

Each line ends with the natural charge from an NBO analysis.
CARTESIAN COORDINATES (ANGSTROEM)
O: 0.945 -0.502 -2.726  -0.651
H: 0.644 1.246 2.628  0.215
C: -0.643 -0.352 -0.988  -0.128
H: -0.294 0.011 3.655  0.216
C: -0.626 -0.324 0.291  -0.061
C: -0.207 -0.032 -2.192  0.141
H: -0.745 0.631 -2.860  0.200
C: -0.451 -0.090 1.535  0.008
H: 1.409 -0.981 -2.022  0.486
C: -0.030 0.393 2.678  -0.425

Values from the calculation:
**Molar mass**: 80.09 g mol⁻¹
**Relative energy (zero: lowest compared OMol25 entry of this formula, charge and spin)**: 268.9 kJ/mol
**SMILES**: C=C=C=C=CO

Formula: C5H4O
Source: OMol25
Level of theory: ωB97M-V/def2-TZVPD

Each line ends with the Mulliken spin population.
CARTESIAN COORDINATES (ANGSTROEM)
O: -1.450 -0.159 -0.447  0.156
H: 2.570 0.507 1.249  0.031
C: 0.243 0.035 1.061  -0.093
H: -0.492 0.358 -2.004  0.034
H: -1.927 -0.003 1.458  0.018
C: -1.079 0.002 0.839  0.417
C: 1.531 0.562 0.937  0.691
C: 0.911 0.061 -0.318  0.695
C: -0.250 -0.171 -1.163  -0.028
H: -0.057 -1.191 -1.612  0.079

Values from the calculation:
**Molar mass**: 80.09 g mol⁻¹
**Relative energy (zero: lowest compared OMol25 entry of this formula, charge and spin)**: 234.2 kJ/mol
**Spin multiplicity**: 3

Formula: C5H4O2
Source: OMol25
Level of theory: ωB97M-V/def2-TZVPD

Each line ends with the natural charge from an NBO analysis.
CARTESIAN COORDINATES (ANGSTROEM)
O: 2.179 -1.497 0.821  -0.423
H: -2.106 0.918 0.598  0.237
C: 1.197 0.455 -0.373  -0.611
C: 1.682 -0.597 0.279  0.762
H: -0.064 2.198 0.019  0.213
C: -1.250 0.486 0.085  -0.310
H: 1.909 0.908 -1.055  0.272
C: -1.191 -0.974 -0.136  0.391
H: -1.126 -1.388 -1.172  0.134
C: -0.091 1.121 -0.085  -0.151
O: -1.001 -1.663 0.838  -0.514

Values from the calculation:
**Molar mass**: 96.08 g mol⁻¹
**Relative energy (zero: lowest compared OMol25 entry of this formula, charge and spin)**: 177.0 kJ/mol
**SMILES**: O=C=C/C=C\C=O

Formula: C5H4O2
Source: OMol25
Level of theory: ωB97M-V/def2-TZVPD

Each line ends with the natural charge from an NBO analysis.
CARTESIAN COORDINATES (ANGSTROEM)
C: 0.673 0.894 1.436  -0.142
H: -0.015 0.488 -2.700  0.498
H: 1.525 2.900 1.114  0.210
H: -0.830 -2.928 -1.257  0.242
C: -0.544 -1.926 -1.392  -0.366
C: -0.297 -0.738 -1.401  0.286
O: -1.342 -0.050 2.243  -0.479
O: 0.053 0.474 -1.784  -0.649
C: 1.125 2.014 1.288  -0.104
C: -0.331 -0.144 1.588  0.354
H: -0.019 -0.985 0.866  0.150

Values from the calculation:
**Molar mass**: 96.08 g mol⁻¹
**Relative energy (zero: lowest compared OMol25 entry of this formula, charge and spin)**: 529.1 kJ/mol
**SMILES**: C#CC=O.C#CO

Formula: C5H4O2
Source: OMol25
Level of theory: ωB97M-V/def2-TZVPD

Each line ends with the natural charge from an NBO analysis.
CARTESIAN COORDINATES (ANGSTROEM)
C: 0.228 0.555 1.064  0.183
H: 0.560 -1.379 -0.732  0.199
H: -1.410 0.714 -1.851  0.213
H: -0.430 -1.461 -2.288  0.207
O: 1.598 -1.388 1.956  -0.496
C: -0.709 0.285 -1.140  -0.219
C: 0.999 -0.387 1.748  0.753
C: -0.161 -0.905 -1.397  -0.358
H: -0.909 2.072 0.177  0.239
O: 0.711 0.811 2.382  -0.440
C: -0.475 1.081 0.079  -0.279

Values from the calculation:
**Molar mass**: 96.08 g mol⁻¹
**Relative energy (zero: lowest compared OMol25 entry of this formula, charge and spin)**: 237.5 kJ/mol
**SMILES**: C=C/C=C1/OC1=O

Formula: C5H4O2
Source: OMol25
Level of theory: ωB97M-V/def2-TZVPD

Each line ends with the natural charge from an NBO analysis.
CARTESIAN COORDINATES (ANGSTROEM)
C: -1.293 -0.220 0.182  -0.309
H: 1.218 -0.405 -1.387  0.245
C: 0.969 -0.027 0.721  0.518
C: -0.687 0.506 -0.772  -0.089
H: 1.356 1.323 -0.974  0.239
H: -2.345 -0.220 0.434  0.239
H: -1.189 1.175 -1.464  0.223
C: 0.828 0.395 -0.743  -0.558
O: -0.280 -2.026 1.494  -0.480
C: -0.250 -0.954 0.942  0.448
O: 1.672 0.453 1.567  -0.476

Values from the calculation:
**Molar mass**: 96.08 g mol⁻¹
**Relative energy (zero: lowest compared OMol25 entry of this formula, charge and spin)**: 84.2 kJ/mol
**SMILES**: O=C1C=CCC1=O

Formula: C5H4O2
Source: OMol25
Level of theory: ωB97M-V/def2-TZVPD

Each line ends with the Mulliken spin population.
CARTESIAN COORDINATES (ANGSTROEM)
C: -0.479 0.182 -0.540  0.076
H: -0.754 1.160 -0.886  0.003
C: 0.724 -0.415 1.250  1.459
H: 2.724 -0.506 -0.776  -0.006
H: -0.954 -0.579 -1.272  0.001
C: -1.894 -0.144 1.286  0.168
C: -0.635 -0.205 0.965  0.053
O: -3.021 -0.034 1.295  0.137
C: 1.070 0.084 -0.263  0.065
O: 1.889 -0.704 -1.074  0.018
H: 1.330 1.162 0.015  0.026

Values from the calculation:
**Molar mass**: 96.08 g mol⁻¹
**Relative energy (zero: lowest compared OMol25 entry of this formula, charge and spin)**: 146.2 kJ/mol
**Spin multiplicity**: 3

Formula: C5H4O2S
Source: OMol25
Level of theory: ωB97M-V/def2-TZVPD

Each line ends with the natural charge from an NBO analysis.
CARTESIAN COORDINATES (ANGSTROEM)
O: -1.004 1.378 0.000  -0.428
C: 0.996 0.506 -0.002  0.238
O: 2.148 -0.251 0.004  -0.473
C: -1.151 0.016 0.001  0.169
S: -2.794 -0.597 -0.001  0.038
H: 1.438 -2.028 0.904  0.202
H: -3.388 0.593 0.003  0.148
C: 0.068 -0.554 -0.001  -0.250
H: 1.473 -2.054 -0.897  0.204
C: 1.284 -1.451 -0.004  -0.044
H: 0.583 2.744 -0.002  0.218
C: 0.347 1.697 -0.004  -0.022

Values from the calculation:
**Molar mass**: 128.15 g mol⁻¹
**Relative energy (zero: lowest compared OMol25 entry of this formula, charge and spin)**: 294.0 kJ/mol

Formula: C5H4O2S3
Source: OMol25
Level of theory: ωB97M-V/def2-TZVPD

Each line ends with the natural charge from an NBO analysis.
CARTESIAN COORDINATES (ANGSTROEM)
S: -2.414 0.187 -0.243  0.240
H: 0.407 -2.354 0.090  0.253
C: -0.749 0.813 -0.029  -0.313
H: 3.990 0.287 -0.663  0.227
C: -0.255 -1.523 0.163  -0.244
S: -1.972 -1.846 0.160  0.233
C: 3.889 -0.838 -0.159  -0.284
H: 4.357 -1.712 -0.633  0.208
C: 0.206 -0.202 0.163  -0.262
S: -0.636 2.425 0.014  0.036
O: 2.341 1.166 0.375  -0.565
H: 4.130 -0.731 0.910  0.198
C: 1.767 0.150 0.026  0.797
O: 2.449 -0.936 -0.321  -0.523

Values from the calculation:
**Molar mass**: 192.29 g mol⁻¹
**Relative energy (zero: lowest compared OMol25 entry of this formula, charge and spin)**: 68.7 kJ/mol
**SMILES**: COC(=O)c1cssc1=S

Formula: C5H4O3
Source: OMol25
Level of theory: ωB97M-V/def2-TZVPD

Each line ends with the natural charge from an NBO analysis.
CARTESIAN COORDINATES (ANGSTROEM)
O: -0.973 -0.845 0.784  -0.673
C: -0.280 1.410 0.744  -0.101
H: -1.243 -1.751 0.067  0.508
H: -0.190 2.493 0.255  0.231
C: -1.490 -0.852 -2.426  -0.175
H: -1.589 -1.440 -3.393  0.282
C: 1.034 -0.003 0.257  0.750
C: -0.417 0.180 -0.151  -0.026
C: -1.083 -0.044 -1.377  -0.036
H: -0.973 1.222 1.678  0.245
O: 1.962 -0.857 0.466  -0.521
O: 1.187 1.119 1.140  -0.483

Values from the calculation:
**Molar mass**: 112.08 g mol⁻¹
**Relative energy (zero: lowest compared OMol25 entry of this formula, charge and spin)**: 716.2 kJ/mol

Formula: C5H4O5
Source: OMol25
Level of theory: ωB97M-V/def2-TZVPD

Each line ends with the natural charge from an NBO analysis.
CARTESIAN COORDINATES (ANGSTROEM)
C: 1.672 0.702 -0.818  0.732
H: 0.144 -0.499 -2.472  0.498
O: 2.771 1.138 -0.875  -0.387
H: -1.655 -0.771 0.261  0.237
C: 0.441 0.284 -0.664  -0.187
C: -1.698 0.243 0.667  -0.729
H: -2.491 0.772 0.068  0.254
C: -0.351 0.935 0.393  0.579
C: 1.045 -1.376 0.692  0.977
O: -0.236 -0.574 -1.520  -0.662
O: 0.816 -2.264 0.022  -0.501
H: -1.859 0.175 1.776  0.252
O: 1.329 -0.716 1.595  -0.539
O: 0.072 1.951 0.874  -0.525

Values from the calculation:
**Molar mass**: 144.08 g mol⁻¹
**Relative energy (zero: lowest compared OMol25 entry of this formula, charge and spin)**: 78.1 kJ/mol
**SMILES**: CC(=O)C(O)=C=O.O=C=O